Record 1
The following is a DFT calculation (ωB97M-V/def2-TZVPD) of C22H42BiCl3N4O4Si as an isolated structure.

Results
F_max: 1.54 eV/Å
E: -88935.573 eV
HOMO: -0.3041 Eh
LUMO energy: 0.474 eV
Orbital gap: 8.75 eV

The geometry in XYZ format:
```
77
C22H42BiCl3N4O4Si | OMol25 | ωB97M-V/def2-TZVPD
C -7.07 1.27 -0.85
C -7.41 0.58 -2.13
H -6.87 2.33 -1.06
H -6.17 0.86 -0.37
H -7.94 1.24 -0.17
C -8.56 0.95 -2.75
C -9.41 2.10 -2.34
H -8.99 0.34 -3.54
H -8.83 3.03 -2.24
H -9.95 1.93 -1.40
H -10.17 2.24 -3.11
Bi -2.50 -0.84 -1.17
Cl -2.21 -1.68 1.25
Cl -4.16 -2.84 -1.45
C -1.20 -3.62 -2.37
O -0.93 -2.39 -2.36
N -0.96 -4.37 -3.45
C -0.35 -3.78 -4.63
C -1.53 -5.71 -3.54
H -1.67 -4.14 -1.52
H 0.51 -3.19 -4.33
H -1.06 -3.14 -5.17
H -0.04 -4.60 -5.28
H -1.47 -6.16 -2.54
H -0.95 -6.29 -4.26
H -2.59 -5.68 -3.85
H -1.61 5.18 0.77
H -3.74 3.42 -1.32
C -1.45 5.37 -0.31
C -3.12 4.22 -1.76
N -1.82 4.23 -1.12
H -0.38 5.58 -0.46
C -1.01 3.15 -1.13
O -1.26 2.08 -1.68
H -3.03 4.04 -2.83
H -0.07 3.32 -0.58
H -2.04 6.24 -0.61
H -3.58 5.19 -1.59
O -5.11 -0.10 -2.80
C -6.48 -0.55 -2.61
C -7.39 -0.52 -4.96
C -7.00 -1.26 -3.84
H -7.34 0.56 -4.91
C -7.92 -1.18 -6.07
H -6.42 -1.26 -1.77
C -7.10 -2.66 -3.85
H -8.23 -0.59 -6.92
C -8.10 -2.56 -6.06
C -7.67 -3.30 -4.95
H -6.74 -3.20 -2.97
H -8.58 -3.05 -6.90
H -7.79 -4.39 -4.92
Si -4.07 -0.15 -4.14
Cl -3.92 1.28 -0.37
C -4.74 0.85 -5.58
C -3.81 -1.89 -4.83
C -2.37 0.59 -3.93
H -5.36 0.26 -6.26
H -3.90 1.25 -6.16
H -5.33 1.71 -5.21
H -2.34 1.40 -3.20
H -2.10 1.02 -4.90
H -1.57 -0.14 -3.70
H -4.66 -2.19 -5.47
H -3.72 -2.65 -4.04
H -2.90 -1.93 -5.45
C 2.75 0.72 -1.39
N 2.26 0.19 -0.15
C 0.97 -0.17 0.08
N 0.71 -0.53 1.36
O 0.09 -0.14 -0.81
H 1.93 0.96 -2.07
H 3.42 0.00 -1.87
H 3.32 1.63 -1.18
H 2.90 0.12 0.63
H -0.21 -0.91 1.56
H 1.47 -0.69 2.00
```

=====

Record 2
The following is a DFT calculation (ωB97M-V/def2-TZVPD) of C22H42BiNOP3S as an isolated structure.

Results
F_max: 2.37 eV/Å
Total charge: +3
E: -71549.136 eV
Energy above the lowest of the compared OMol25 structures with the same formula, charge and spin: 0.0 kJ/mol
HOMO: -0.5979 Eh
LUMO energy: -9.462 eV
Orbital gap: 6.81 eV

The geometry in XYZ format:
```
71
C22H42BiNOP3S | OMol25 | ωB97M-V/def2-TZVPD
Bi 0.02 0.16 0.29
P -1.99 -1.98 0.35
P 1.19 -0.78 2.47
P 1.16 -1.60 -1.66
H -1.48 3.69 -2.61
C -1.45 3.06 -3.51
C -2.31 2.05 -3.71
H -3.13 1.80 -3.03
C -3.48 -1.60 1.32
C -1.52 -3.62 1.00
C -2.65 -2.37 -1.32
C 2.62 0.26 2.89
C 0.16 -0.73 3.98
C 1.86 -2.47 2.36
C 0.47 -1.09 -3.28
C 1.11 -3.43 -1.65
C 2.96 -1.36 -1.84
H -0.65 3.27 -4.23
H -2.25 1.43 -4.62
H -4.12 -0.87 0.80
H -3.20 -1.15 2.28
H -4.06 -2.52 1.51
H -0.96 -3.51 1.94
H -0.89 -4.17 0.28
H -2.43 -4.20 1.19
H -2.72 -1.45 -1.92
H -3.65 -2.80 -1.22
H -2.00 -3.07 -1.85
H 3.02 -0.07 3.86
H 2.32 1.31 2.96
H 3.41 0.14 2.13
H 0.82 -0.57 4.85
H -0.38 -1.68 4.11
H -0.55 0.11 3.93
H 2.50 -2.65 3.25
H 2.47 -2.58 1.45
H 1.06 -3.22 2.35
H 1.20 -1.27 -4.07
H 0.22 -0.01 -3.27
H -0.46 -1.64 -3.49
H 1.80 -3.81 -2.42
H 0.10 -3.83 -1.85
H 1.45 -3.80 -0.67
H 3.31 -1.85 -2.76
H 3.48 -1.79 -0.97
H 3.21 -0.29 -1.89
C 2.93 2.22 -0.43
C 3.90 2.39 0.56
C 5.22 2.61 0.16
C 5.53 2.67 -1.20
C 4.53 2.51 -2.17
C 3.20 2.30 -1.79
O 1.60 1.92 -0.09
H 1.38 2.07 0.87
H 3.64 2.32 1.62
H 5.99 2.73 0.92
H 6.56 2.84 -1.52
H 4.78 2.54 -3.23
H 2.39 2.20 -2.52
S -0.91 2.33 1.72
C -2.63 2.22 1.50
N -3.16 2.44 0.25
C -4.49 2.27 -0.04
C -5.36 1.98 0.99
C -4.87 1.79 2.29
C -3.51 1.93 2.55
H -2.51 2.67 -0.50
H -4.76 2.37 -1.09
H -6.43 1.92 0.78
H -5.56 1.52 3.09
H -3.09 1.81 3.54
```

=====

Record 3
The following is a DFT calculation (ωB97M-V/def2-TZVPD) of C22H42BrN2OP2Zr as an isolated structure.

Results
F_max: 4.36 eV/Å
Total charge: +3
E: -118396.472 eV
Energy above the lowest of the compared OMol25 structures with the same formula, charge and spin: 0.0 kJ/mol
HOMO: -0.6585 Eh
LUMO energy: -11.688 eV
Orbital gap: 6.23 eV

The geometry in XYZ format:
```
71
C22H42BrN2OP2Zr | OMol25 | ωB97M-V/def2-TZVPD
Zr 0.19 0.29 0.13
P -2.26 0.57 1.01
P 1.61 -0.41 -1.95
N -0.97 -1.58 -0.81
C -2.95 -1.12 0.67
H -3.18 -1.55 1.66
H -3.93 -0.95 0.18
C -2.14 -2.15 -0.10
H -1.77 -2.95 0.50
H -2.78 -2.56 -0.93
C -0.29 -2.59 -1.75
H -1.06 -2.82 -2.51
H -0.11 -3.49 -1.16
C 0.98 -2.05 -2.43
H 0.81 -2.04 -3.52
H 1.79 -2.77 -2.26
C 3.38 -0.75 -1.44
C 3.95 0.41 -0.61
H 4.95 0.12 -0.26
H 3.35 0.63 0.28
H 4.05 1.33 -1.20
C 1.66 0.57 -3.53
C 2.42 1.88 -3.38
H 2.27 2.48 -4.30
H 3.50 1.73 -3.27
H 2.05 2.49 -2.54
C -3.50 1.74 0.26
C -3.14 3.19 0.58
H -3.81 3.86 0.01
H -2.11 3.44 0.29
H -3.27 3.43 1.65
C -2.37 0.77 2.87
C -1.56 2.00 3.33
H -0.95 1.73 4.20
H -2.22 2.83 3.61
H -0.87 2.37 2.56
C 0.31 2.32 -0.53
C 2.11 -0.19 -4.79
H 3.17 -0.48 -4.74
H 1.52 -1.09 -4.99
H 2.00 0.47 -5.66
C -4.99 1.45 0.50
H -5.59 2.17 -0.08
H -5.29 0.45 0.16
H -5.28 1.55 1.55
C -3.77 0.70 3.51
H -3.65 0.53 4.59
H -4.33 1.62 3.39
H -4.37 -0.14 3.13
C 4.32 -1.20 -2.56
H 4.62 -0.39 -3.22
H 5.24 -1.58 -2.08
H 3.91 -2.03 -3.14
H 3.25 -1.62 -0.76
H -1.82 -0.14 3.22
H 0.59 0.81 -3.66
H -3.31 1.59 -0.81
O 0.42 3.45 -0.82
H -1.60 -1.21 -1.58
H -0.61 1.33 -1.09
Br 2.29 0.21 5.72
C 2.09 -0.75 4.09
C 2.46 -2.08 4.00
C 2.21 -2.76 2.81
C 1.59 -2.12 1.78
N 1.26 -0.79 1.85
C 1.51 -0.10 2.99
H 2.94 -2.57 4.85
H 2.48 -3.81 2.70
H 1.33 -2.64 0.81
H 1.23 0.94 2.99
```

=====

Record 4
The following is a DFT calculation (ωB97M-V/def2-TZVPD) of C22H42Cl2MnN5O4SSi4Te as an isolated structure.

Results
F_max: 3.48 eV/Å
Total charge: -1
E: -145147.328 eV
Energy above the lowest of the compared OMol25 structures with the same formula, charge and spin: 262.1 kJ/mol
HOMO (alpha / beta): -0.1376 / -0.1501 Eh
LUMO energy (alpha / beta): 1.529 / 1.548 eV
Spin multiplicity: 6
Orbital gap (alpha / beta): 5.27 / 5.63 eV

The geometry in XYZ format:
```
82
C22H42Cl2MnN5O4SSi4Te | OMol25 | ωB97M-V/def2-TZVPD
Mn -0.72 -0.41 1.91
Cl 3.25 4.93 4.96
C 2.52 3.49 4.31
C 3.30 2.64 3.53
C 2.70 1.48 3.04
Cl 3.64 0.38 2.09
C 1.37 1.14 3.28
O 0.89 0.01 2.87
C 0.56 2.08 4.02
C -0.81 1.88 4.16
O -1.50 0.93 3.65
C 1.20 3.24 4.56
H 4.33 2.85 3.31
H -1.37 2.64 4.73
H 0.62 3.90 5.18
C -1.01 -2.01 6.98
C -0.14 -2.53 5.90
N 1.01 -3.11 6.08
N 1.46 -3.42 4.83
C 0.61 -2.99 3.86
S 0.72 -3.15 2.24
N -0.44 -2.44 4.57
N -1.47 -1.80 3.94
H -0.64 -2.37 7.94
H -2.04 -2.34 6.84
H -0.99 -0.92 7.00
H 2.37 -3.81 4.69
H -2.28 -2.39 3.70
H -1.79 -0.95 4.42
N -2.21 1.49 0.95
C -3.56 1.09 0.55
C -4.22 0.24 1.64
C -3.47 -1.08 1.92
O -3.98 -1.88 2.71
O -2.36 -1.26 1.33
H -2.26 2.02 1.82
H -1.78 2.08 0.25
H -3.47 0.49 -0.36
H -4.19 1.97 0.33
H -5.25 0.01 1.37
H -4.24 0.79 2.58
C 2.32 2.09 -4.91
Si 1.99 1.66 -3.07
C 3.72 1.37 -2.31
C 1.29 3.26 -2.28
Si 0.51 -0.15 -2.53
Te 0.80 -0.23 -0.03
Si -1.61 0.22 -3.56
C -2.49 1.86 -3.07
C -1.36 0.38 -5.45
C -2.92 -1.18 -3.36
Si 1.39 -2.18 -3.39
C 3.00 -2.70 -2.50
C 1.84 -2.01 -5.25
C 0.19 -3.67 -3.29
H 3.02 2.92 -5.01
H 1.41 2.38 -5.43
H 2.74 1.25 -5.44
H 4.34 2.26 -2.32
H 4.25 0.59 -2.84
H 3.60 1.05 -1.28
H 1.98 4.10 -2.33
H 1.08 3.07 -1.23
H 0.36 3.57 -2.76
H -1.91 2.71 -3.41
H -2.60 1.94 -2.00
H -3.48 1.95 -3.51
H -0.67 1.18 -5.68
H -2.29 0.58 -5.98
H -0.94 -0.54 -5.86
H -3.06 -1.44 -2.32
H -2.59 -2.07 -3.88
H -3.89 -0.91 -3.77
H 3.80 -2.00 -2.73
H 3.35 -3.69 -2.77
H 2.85 -2.68 -1.43
H 2.55 -1.21 -5.40
H 0.95 -1.78 -5.84
H 2.27 -2.92 -5.66
H -0.19 -3.78 -2.27
H 0.67 -4.61 -3.55
H -0.66 -3.54 -3.95
```